Formula: C6H9ClOS
Source: the Open Molecules 2025 dataset
Level of theory: the ωB97M-V functional and the def2-TZVPD basis

Cartesian coordinates (Å):
C 1.5912 1.2100 -0.3155
C 0.6056 0.5910 0.4896
C -0.1237 -0.4786 0.0728
C 0.2927 1.2387 -2.8252
C 0.4642 1.1248 1.8926
C -1.4954 -2.3395 0.4490
O -1.0830 -1.0496 0.8333
S 1.7785 1.2519 -1.9865
Cl -1.2004 1.1745 -1.9830
H 2.3207 1.8202 0.1886
H 0.0734 -0.9452 -0.8893
H 0.3092 0.6668 -3.7410
H 0.1823 2.1761 1.8740
H 1.4151 1.0373 2.4196
H -0.2902 0.5645 2.4345
H -0.7605 -3.0905 0.7649
H -1.6404 -2.4187 -0.6335
H -2.4394 -2.5337 0.9551

As for the total charge: 0. For the total energy, the calculation gives -1167.5157 Ha. The calculation puts the HOMO energy (spin up / spin down) at -7.22 / -6.99 eV. The calculation puts the HOMO-LUMO gap (spin up / spin down) at 7.17 / 7.00 eV. The energy above the lowest of the compared OMol25 structures with the same formula, charge and spin is 2.0174 eV.

Formula: C6H9CuMgO7
Source: the Open Molecules 2025 dataset
Level of theory: the ωB97M-V functional and the def2-TZVPD basis

Cartesian coordinates (Å):
O 0.1592 3.0653 -1.8282
C 1.3879 2.7523 -1.6693
O 1.8855 2.8380 -0.5165
Mg 0.0466 3.3355 0.2269
O 2.0492 2.3847 -2.7275
C 2.4612 1.0068 -2.8685
C 1.4505 0.0545 -2.2789
H 3.4519 0.8913 -2.4133
H 2.5581 0.8712 -3.9514
H 1.7912 -0.2461 -1.2792
H 1.3574 -0.8502 -2.8939
C -4.5478 -0.9421 0.8256
C -3.2665 -0.2890 0.4544
O -3.2441 1.0549 0.7047
C -2.4744 1.8969 -0.0093
O -2.5971 1.9526 -1.2388
O -1.6014 2.4807 0.6968
O -4.8006 -1.9858 -0.0887
Cu -1.4858 2.6784 -2.7742
H -5.3682 -0.1960 0.8080
H -4.4769 -1.3181 1.8617
H 0.3901 0.4587 -2.1327
H -5.7468 -2.1492 -0.1247
H -2.4171 -0.7809 -0.0163

As for the total charge: +1. For the total energy, the calculation gives -2601.0788 Ha. As for the expectation value of S²: 0.754. The spin multiplicity is 2. The calculation puts the HOMO energy (spin up / spin down) at -10.25 / -12.75 eV. The calculation puts the HOMO-LUMO gap (spin up / spin down) at 5.39 / 7.89 eV.